A cluster of 2 separate species, C21H19F4Si in total. Source: the OMol25 dataset; level of theory: ωB97M-V/def2-TZVPD.

Values from the calculation:
Frontier orbital gap, eV: 4.9770
Charge: +1
Electronic energy, Eh: -1500.279472
Spin multiplicity: 1

Last column: Löwdin charge in e.
Cartesian coordinates (Å):
F 2.523 4.564 0.040  0.070
C 2.288 3.685 -0.996  -0.192
C 2.129 4.230 -2.276  0.146
C 1.877 3.301 -3.292  -0.197
F 1.688 3.790 -4.566  0.071
C 1.766 1.945 -3.073  0.084
C 1.865 1.412 -1.746  -0.184
C 1.658 0.001 -1.596  0.091
C 2.042 -0.890 -0.541  -0.187
C 2.013 -2.293 -0.838  0.075
C 2.230 -3.222 0.159  -0.206
F 2.070 -4.560 -0.130  0.071
C 2.536 -2.882 1.481  0.144
C 2.643 -1.510 1.731  -0.191
F 2.897 -1.124 3.029  0.073
C 2.463 -0.527 0.772  0.087
C 2.173 2.336 -0.708  0.079
H 2.184 5.292 -2.464  0.151
H 1.617 1.264 -3.904  0.141
H 1.366 -0.508 -2.524  0.143
H 1.823 -2.616 -1.855  0.142
H 2.664 -3.625 2.256  0.154
H 2.640 0.507 1.041  0.111
H 2.311 2.005 0.316  0.112
C -1.559 2.028 1.115  -0.203
Si -1.731 0.569 -0.032  0.635
C -3.101 0.905 -1.253  -0.203
H -0.358 0.337 -0.787  0.021
C -2.312 -0.888 1.028  -0.287
C -3.494 -0.899 1.791  -0.081
C -3.839 -2.029 2.547  -0.074
C -3.016 -3.155 2.554  -0.077
C -1.842 -3.144 1.800  -0.086
C -1.499 -2.025 1.040  -0.126
H -0.810 1.825 1.882  0.029
H -1.268 2.925 0.566  0.024
H -2.511 2.222 1.617  0.042
H -3.256 0.043 -1.904  0.033
H -4.040 1.097 -0.729  0.040
H -2.872 1.775 -1.871  0.027
H -4.159 -0.034 1.807  0.106
H -4.757 -2.036 3.135  0.110
H -3.281 -4.041 3.142  0.113
H -1.182 -4.012 1.794  0.102
H -0.584 -2.038 0.443  0.069